Formula: C15H16Cl2NOS3Sc
Source: OMol25
Level of theory: wB97M-V/def2-TZVPD

The geometry in XYZ format:
```
39
Properties=species:S:1:pos:R:3:forces:R:3
Sc 0.234103 0.320048 -0.539138 0.47 1.05 0.75
Cl -3.204471 -2.843920 -1.324363 0.03 -0.04 0.00
C -1.522973 -3.171354 -1.316570 -0.26 -0.08 -0.04
C -1.068278 -4.502869 -1.410064 -0.07 -0.05 -0.01
C 0.266301 -4.780469 -1.429468 0.02 -0.05 0.02
Cl 0.797301 -6.406145 -1.569483 0.01 0.01 0.00
C 1.222968 -3.731898 -1.330233 0.14 -0.06 -0.02
C 2.619115 -3.912279 -1.372846 -0.03 -0.04 -0.01
C 3.458443 -2.829039 -1.282739 0.04 -0.05 0.01
C 2.912344 -1.561809 -1.111207 0.01 0.12 0.08
N 1.603607 -1.339160 -1.060554 -0.38 -0.03 -0.05
C 0.745274 -2.416546 -1.207315 0.24 0.11 0.01
C -0.636929 -2.135940 -1.237416 -0.06 0.18 -0.08
O -1.016671 -0.821779 -1.201806 -0.45 -0.89 -0.43
H -1.792206 -5.302873 -1.482454 -0.01 0.02 0.00
H 3.021589 -4.910206 -1.487027 -0.01 0.00 0.00
H 4.531397 -2.943894 -1.327130 0.00 -0.01 0.00
H 3.559750 -0.700408 -0.999516 0.00 0.02 -0.01
C 0.263620 2.371262 2.662037 0.05 0.01 0.01
C -0.483241 1.079508 2.958411 -0.03 0.02 -0.03
S -1.335764 0.255373 1.595285 0.18 -0.07 -0.07
C -2.659338 1.371902 1.041820 0.07 0.05 -0.03
C -2.276438 2.678959 0.354694 -0.01 -0.03 -0.04
S -1.236115 2.482930 -1.136089 0.08 -0.15 -0.03
C -0.016243 3.818183 -0.985355 -0.05 -0.03 0.03
C 0.745033 3.936790 0.334405 0.05 -0.02 -0.01
S 1.272191 2.379391 1.134060 0.04 -0.09 -0.16
H 0.953014 2.573909 3.480392 -0.03 0.01 0.03
H -0.415544 3.216065 2.594336 -0.02 0.00 0.02
H -1.214892 1.256383 3.747724 0.03 0.00 0.05
H 0.194102 0.307922 3.327223 0.01 0.00 0.01
H -3.266258 1.592176 1.920816 -0.05 0.01 -0.02
H -3.261153 0.742881 0.385069 0.00 -0.02 -0.03
H -1.762471 3.357316 1.027417 0.00 0.01 0.03
H -3.189192 3.171531 0.020934 -0.02 0.02 0.05
H -0.527418 4.758280 -1.192528 0.03 0.04 -0.01
H 0.661424 3.643936 -1.822429 0.01 0.00 -0.01
H 0.172445 4.481418 1.081439 -0.01 0.02 0.00
H 1.651593 4.514442 0.159664 0.00 0.03 -0.01
```
Forces are in eV/Å.

Its HOMO energy is -14.2 eV. Its charge is +2. As for the molar mass: 438.36 g/mol. The HOMO-LUMO gap comes out at 7.09 eV. For the relative energy (zero: lowest compared OMol25 entry of this formula, charge and spin), the calculation gives 0.0 kcal per mole. The total energy is -97591.93981 eV.

=====

Formula: C15H16Cl3NO2
Source: OMol25
Level of theory: wB97M-V/def2-TZVPD

The geometry in XYZ format:
```
37
Properties=species:S:1:pos:R:3:forces:R:3
C 2.407405 1.561009 0.833125 -0.25 0.52 -0.17
C 2.615621 0.627958 -0.414138 0.48 -0.26 0.89
C 1.297209 -0.135997 -0.902888 0.53 -0.24 -0.80
C 1.043319 0.090304 -2.476717 -0.52 0.23 0.74
C 0.026452 0.208181 -0.076376 -1.53 0.32 0.86
C -0.624158 1.497786 -0.218478 -1.46 0.16 0.95
C -1.827526 1.919818 0.529812 1.17 -2.36 -0.20
C -2.455733 1.004628 1.453604 1.72 -0.08 -1.35
C -1.821933 -0.305732 1.623847 0.39 1.31 -0.91
Cl -2.631551 -1.365549 2.834070 0.71 0.98 -1.10
C -0.600866 -0.723746 0.891714 -0.77 1.31 0.04
C 0.006110 -2.120445 1.186612 -0.64 -0.53 0.07
Cl 0.530020 -2.178986 2.960965 0.11 0.19 -0.78
C -0.978460 -3.328145 0.929701 0.23 -1.34 -0.87
C -0.676088 -4.050710 -0.461666 -0.51 1.49 -0.11
C -2.166893 3.380258 0.119350 1.07 -1.30 0.69
O -3.196740 3.974712 0.093829 0.39 -0.07 0.24
N -0.849494 3.848157 -0.281972 -0.95 -0.15 -0.76
Cl -0.758259 5.408938 -0.972046 -0.14 -0.38 0.01
C -0.291202 2.751320 -1.071673 0.22 -0.52 0.77
O 0.232459 2.905856 -2.132342 0.09 -0.13 0.57
H 1.888111 1.036553 1.677857 0.44 0.33 -0.79
H 3.366707 1.970137 1.243168 -0.69 -0.48 -0.54
H 1.775572 2.455978 0.560190 0.63 -0.87 0.34
H 3.367357 -0.152989 -0.095633 -0.78 0.69 -0.38
H 3.120015 1.179401 -1.255782 -0.78 -0.40 0.78
H 1.545173 -1.230514 -0.820769 -0.55 1.15 0.21
H -0.021023 0.442037 -2.566474 1.12 -0.45 -0.42
H 1.713928 0.897811 -2.869282 -0.70 -0.85 0.29
H 1.184789 -0.860376 -3.053746 -0.11 0.89 0.55
H -3.373447 1.326943 1.986965 0.82 -0.59 -0.29
H 0.937816 -2.346824 0.614031 -0.84 0.58 0.57
H -2.055704 -3.044740 0.894906 0.98 0.00 0.29
H -0.831132 -4.123458 1.709119 -0.24 1.05 -0.44
H 0.332113 -4.529537 -0.490481 -0.89 0.27 0.03
H -1.504796 -4.757461 -0.740742 0.99 0.46 0.49
H -0.725172 -3.232576 -1.241660 0.28 -0.93 0.52
```
Forces are in eV/Å.

Its HOMO energy is -9.6 eV. Its charge is 0. As for the molar mass: 348.66 g/mol. The SMILES is CC[C@H](C)c1c2c(cc(Cl)c1[C@@H](Cl)CC)C(=O)N(Cl)C2=O. The HOMO-LUMO gap comes out at 8.84 eV. The total energy is -58964.87121 eV.

=====

Formula: C15H16EuGaI2O7S2
Source: OMol25
Level of theory: wB97M-V/def2-TZVPD

The geometry in XYZ format:
```
44
Properties=species:S:1:pos:R:3:forces:R:3
I 1.071015 -4.235097 -1.641993 0.60 -1.23 -0.27
I 1.176593 3.257013 -1.591532 -0.14 0.21 0.29
Ga -0.181098 1.265216 -1.362592 1.42 1.76 -1.46
Eu -0.014147 -1.616840 -1.058855 2.36 -0.47 -0.53
S 0.936240 -0.123924 -3.094622 -0.77 -0.85 2.78
C -2.076684 -2.295852 -2.666337 -3.63 -2.05 -3.25
C -1.716750 -2.306135 0.427541 -5.17 -4.73 4.81
C 0.227262 -0.330742 -4.781592 -0.44 0.47 -0.92
C 1.074760 0.772155 -5.410737 0.21 0.17 -0.37
C -1.267642 -0.068108 -4.962890 -0.05 0.31 -0.21
C 0.617796 -1.718847 -5.282034 0.50 -0.19 0.65
C -1.272458 1.493416 0.426144 -2.99 3.38 3.78
C -2.011726 1.667811 -2.408137 -3.28 2.95 -2.29
O -2.340711 -2.971456 1.150534 2.97 3.43 -3.55
O -2.866966 -2.727612 -3.388980 3.38 1.84 3.17
O -1.824052 2.147336 1.213170 2.54 -2.96 -3.73
O -2.789197 2.288302 -2.974742 2.67 -2.42 2.00
H 0.823837 0.847489 -6.467012 0.16 0.09 -0.15
H 2.141840 0.532755 -5.284232 -0.25 0.20 -0.32
H 0.877119 1.731316 -4.906173 0.04 -0.22 -0.41
H -1.617887 -0.687286 -5.803558 0.01 0.31 0.26
H -1.431567 0.985599 -5.227895 -0.09 -0.29 0.09
H -1.890076 -0.315856 -4.099950 0.06 -0.04 -0.08
H 0.391695 -1.772755 -6.354353 0.09 0.01 0.20
H 0.075342 -2.523473 -4.762722 -0.08 0.17 -0.20
H 1.691845 -1.891773 -5.129356 -0.18 -0.04 -0.26
C 0.730926 1.603716 7.539755 0.03 0.27 -1.39
C 0.797067 1.077044 6.121308 -0.33 2.35 1.67
C 0.972551 -0.292694 5.891376 0.32 -2.07 0.07
C 0.977299 -0.810185 4.585122 0.29 -0.91 -1.58
C 0.848879 0.010627 3.448702 -0.34 -1.76 1.51
C 0.651081 1.374630 3.699921 -0.01 2.39 1.19
C 0.654571 1.906665 5.006699 -0.16 0.67 -1.36
S 0.383447 -0.791297 1.855596 2.29 -0.99 0.94
O 0.767903 -2.197291 2.021445 -1.59 1.59 -0.54
O -1.001508 -0.344455 1.670289 0.03 -0.73 0.28
O 1.078640 -0.355045 0.540775 -0.60 0.47 0.44
H -0.088498 1.134031 8.095223 -0.02 -0.28 0.02
H 1.650544 1.378752 8.093874 0.07 -0.26 -0.01
H 0.579345 2.683550 7.557032 0.02 -0.12 -0.04
H 1.085384 -0.951565 6.775687 -0.04 0.21 -0.80
H 1.081214 -1.887798 4.473868 -0.02 0.19 -0.06
H 0.508134 2.065064 2.874510 0.02 0.04 0.10
H 0.518653 2.993581 5.191723 0.09 -0.89 -0.45
```
Forces are in eV/Å.

Its HOMO energy (spin up / spin down) is -20.9 / -20.9 eV. Its charge is +4. As for the molar mass: 847.92 g/mol. The HOMO-LUMO gap (spin up / spin down) comes out at 6.15 / 4.64 eV. For the relative energy (zero: lowest compared OMol25 entry of this formula, charge and spin), the calculation gives 62.7 kcal per mole. The expectation value of S² is 12.091. The multiplicity is 7. The total energy is -139674.33008 eV.

=====

Formula: C15H16F3LiN2O5
Source: OMol25
Level of theory: wB97M-V/def2-TZVPD

The geometry in XYZ format:
```
42
Properties=species:S:1:pos:R:3:forces:R:3
Li 0.661834 -1.158038 -0.100319 0.59 -0.53 1.58
C 2.879171 -3.358299 0.564519 -1.24 0.37 -0.57
O 1.993555 -2.582026 0.265596 -2.78 2.83 -1.00
O 3.734499 -3.696108 -0.232990 3.58 -1.11 -2.90
O 2.944565 -3.939155 1.632656 0.32 -1.81 3.89
C -1.079147 -0.202436 2.099313 3.77 -4.10 -1.03
O -0.835442 1.135457 2.253163 -0.11 1.41 0.21
O 0.120780 -0.970750 2.021210 -2.74 1.85 0.24
C -2.108594 -0.644860 3.201909 0.49 -1.19 -1.21
F -3.315828 -0.379457 2.726630 -2.36 -0.12 -1.32
F -2.149829 -1.958230 3.575992 0.55 0.68 -0.43
F -2.085154 0.069226 4.287368 1.13 0.96 2.24
C -1.886479 2.013289 1.883522 1.94 1.79 1.55
C -1.191251 3.393969 2.179051 -0.88 -0.57 -0.22
H -0.601504 3.351421 3.094746 -0.18 -0.38 0.04
H -0.483693 3.642474 1.388024 -0.25 0.29 -0.11
H -1.960703 4.148140 2.344146 0.14 0.36 -0.41
H -2.739062 1.940222 2.558698 -0.22 -0.25 -0.20
H -2.183634 1.936880 0.837595 -0.07 -0.27 -0.13
H -1.470207 -0.321089 1.088821 -1.61 -0.10 -0.13
N -0.597342 -1.531700 -1.632422 -2.10 -1.09 -1.02
C -1.738786 -2.203255 -1.294698 0.72 -0.11 -0.42
C -2.763657 -2.557394 -2.186571 1.54 1.24 0.84
C -2.615360 -2.048179 -3.458590 -1.55 -0.80 0.43
C -1.469367 -1.397439 -3.878171 -0.32 -1.67 -0.38
C -0.457810 -1.257247 -2.962743 0.57 0.55 1.87
H -1.831881 -2.591863 -0.291348 0.38 0.38 0.40
H -3.570687 -3.157468 -1.792852 -0.22 0.10 -0.38
H -3.448226 -2.249588 -4.115988 0.17 0.10 -0.59
H -1.385516 -1.473636 -4.952213 0.63 1.14 -0.15
H 0.533231 -0.873313 -3.154659 -0.01 0.15 -0.57
N 1.707656 0.536119 -0.573399 0.54 1.68 0.26
C 2.923470 0.279295 -1.113646 0.95 1.71 1.35
C 3.927095 1.275852 -1.272511 -1.78 0.32 1.00
C 3.588770 2.632943 -0.974551 0.92 -2.07 -0.27
C 2.371408 2.882199 -0.389787 -1.02 -0.70 0.23
C 1.471921 1.819335 -0.135105 0.95 -0.85 -2.02
H 3.255690 -0.747156 -1.162850 -0.54 -0.39 -0.41
H 4.943438 0.924199 -1.371474 0.08 0.27 -0.66
H 4.334982 3.398818 -1.126201 -0.05 0.19 0.05
H 2.078890 3.883153 -0.108845 0.01 0.08 0.09
H 0.498201 2.035694 0.278975 0.06 -0.35 0.30
```
Forces are in eV/Å.

Its HOMO energy (spin up / spin down) is -4.3 / -4.3 eV. Its charge is -1. As for the molar mass: 368.24 g/mol. The HOMO-LUMO gap (spin up / spin down) comes out at 6.65 / 6.65 eV. The expectation value of S² is 0.758. The multiplicity is 2. The total energy is -37389.93313 eV.